1.
Entry from OMol25: a cluster of 8 separate species, C12H40O14 in total (ωB97M-V with the def2-TZVPD basis set).

XYZ file:
```
66
Properties=species:S:1:pos:R:3
O -0.060 -1.970 -4.566
C -1.037 -2.224 -3.551
C -0.504 -1.974 -2.186
O 0.506 -2.919 -1.891
H 0.744 -2.417 -4.278
H -1.886 -1.571 -3.753
H -1.363 -3.263 -3.677
H -1.327 -2.047 -1.454
H -0.138 -0.943 -2.090
H 0.927 -2.640 -1.061
O -2.241 -2.214 1.046
C -2.829 -0.932 1.372
C -4.277 -0.946 0.996
O -4.929 -1.797 1.915
H -2.799 -2.842 1.522
H -2.741 -0.741 2.448
H -2.237 -0.235 0.786
H -4.345 -1.354 -0.022
H -4.673 0.077 0.933
H -5.862 -1.854 1.692
O 2.584 5.492 -2.430
C 3.336 5.044 -1.314
C 2.507 4.208 -0.381
O 2.365 2.919 -0.983
H 2.239 4.707 -2.870
H 4.182 4.454 -1.677
H 3.698 5.920 -0.778
H 1.514 4.660 -0.289
H 2.975 4.162 0.608
H 1.841 2.352 -0.404
O -2.039 3.630 -2.574
C -1.685 3.471 -1.204
C -2.161 2.138 -0.695
O -1.683 0.993 -1.390
H -1.242 3.855 -3.060
H -0.599 3.548 -1.085
H -2.154 4.243 -0.585
H -3.256 2.146 -0.634
H -1.825 2.062 0.345
H -2.147 0.942 -2.231
O 0.998 -1.915 2.742
C 1.103 -3.214 3.284
C 0.145 -3.464 4.430
O -1.209 -3.309 4.041
H 0.059 -1.684 2.743
H 0.910 -3.951 2.490
H 2.124 -3.356 3.644
H 0.329 -2.739 5.226
H 0.371 -4.449 4.853
H -1.405 -4.015 3.415
O 3.277 -1.594 -2.385
C 2.938 -0.537 -1.468
C 2.990 -1.021 -0.038
O 1.997 -2.024 0.204
H 2.651 -2.314 -2.234
H 3.659 0.259 -1.611
H 1.913 -0.233 -1.699
H 2.816 -0.184 0.648
H 4.002 -1.396 0.150
H 1.945 -2.145 1.159
O 0.282 1.932 3.346
H 0.347 1.269 2.650
H -0.660 2.087 3.452
O 0.585 0.923 0.199
H -0.210 0.899 -0.353
H 0.663 0.032 0.564
```

The energy above the lowest of the compared OMol25 structures with the same formula, charge and spin is 0.343 eV. The HOMO energy comes out at -9.83 eV. As for the SMILES: OCCO.OCCO.OCCO.OCCO.OCCO.OCCO.O.O. The value obtained for the LUMO energy is 0.23 eV. The electronic energy is -1534.48266 Ha. Its multiplicity is 1. The value obtained for the frontier orbital gap is 10.1 eV.

=====

2.
Entry from OMol25: a cluster of 8 separate species, C12H40O14 in total (ωB97M-V with the def2-TZVPD basis set).

XYZ file:
```
66
Properties=species:S:1:pos:R:3
O -21.785 8.531 -0.358
C -22.262 7.236 -0.124
C -22.047 6.812 1.252
O -22.579 5.499 1.446
H -22.098 9.021 0.402
H -23.390 7.320 -0.340
H -21.891 6.493 -0.879
H -22.583 7.600 1.843
H -21.046 6.795 1.637
H -23.499 5.676 1.220
O -24.225 8.849 -2.173
C -24.866 9.651 -1.280
C -24.122 10.933 -0.926
O -24.920 11.513 0.167
H -24.584 7.967 -2.061
H -25.811 10.111 -1.773
H -25.239 9.055 -0.399
H -24.188 11.576 -1.752
H -23.063 10.773 -0.710
H -24.530 11.007 0.893
O -26.051 2.509 -2.124
C -25.916 2.685 -3.489
C -26.073 1.283 -4.119
O -25.285 1.226 -5.268
H -25.828 3.247 -1.648
H -26.506 3.556 -3.982
H -24.865 2.901 -3.649
H -27.176 1.049 -4.279
H -25.735 0.470 -3.416
H -25.354 0.295 -5.618
O -22.781 3.770 -2.323
C -22.919 3.131 -1.064
C -23.004 1.692 -1.321
O -21.729 1.153 -1.592
H -22.153 3.178 -2.712
H -22.061 3.413 -0.457
H -23.752 3.539 -0.650
H -23.705 1.528 -2.178
H -23.399 1.169 -0.481
H -21.845 0.199 -1.551
O -25.145 7.600 2.526
C -25.084 6.761 3.680
C -24.785 7.577 4.926
O -24.822 6.714 6.079
H -25.067 6.982 1.742
H -26.045 6.310 3.798
H -24.301 6.011 3.549
H -25.442 8.433 5.211
H -23.813 8.025 4.883
H -24.102 7.026 6.621
O -23.990 2.363 3.244
C -24.579 2.579 2.040
C -26.011 2.972 2.169
O -26.506 3.206 0.846
H -24.005 3.181 3.710
H -24.093 3.422 1.585
H -24.464 1.718 1.376
H -26.098 3.777 2.890
H -26.618 2.188 2.513
H -26.507 2.409 0.251
O -24.610 5.665 -2.276
H -25.101 5.680 -3.050
H -23.776 5.203 -2.415
O -25.389 5.868 0.459
H -25.840 5.058 0.728
H -25.471 5.907 -0.521
```

The energy above the lowest of the compared OMol25 structures with the same formula, charge and spin is 2.929 eV. The HOMO energy comes out at -9.50 eV. As for the SMILES: OCCO.OCCO.OCCO.OCCO.OCCO.OCCO.O.O. The value obtained for the LUMO energy is 0.26 eV. The electronic energy is -1534.38762 Ha. Its multiplicity is 1. The value obtained for the frontier orbital gap is 9.8 eV.

=====

3.
Entry from OMol25: a cluster of 8 separate species, C12H40O14 in total (ωB97M-V with the def2-TZVPD basis set).

XYZ file:
```
66
Properties=species:S:1:pos:R:3
O 3.526 -27.187 -1.875
C 4.307 -26.307 -2.763
C 5.109 -25.278 -1.945
O 4.365 -24.288 -1.201
H 3.090 -26.598 -1.255
H 4.950 -26.917 -3.396
H 3.500 -25.923 -3.387
H 5.739 -24.727 -2.643
H 5.866 -25.721 -1.299
H 5.005 -23.788 -0.689
O 10.314 -21.575 -5.943
C 11.589 -22.222 -6.120
C 11.608 -22.780 -7.608
O 11.688 -21.744 -8.578
H 10.370 -20.980 -6.694
H 12.408 -21.512 -6.005
H 11.564 -22.970 -5.328
H 10.655 -23.285 -7.767
H 12.337 -23.589 -7.655
H 11.666 -22.122 -9.460
O 13.987 -31.112 5.875
C 14.198 -29.872 6.621
C 14.297 -28.697 5.550
O 12.987 -28.461 5.115
H 13.202 -31.068 5.324
H 13.352 -29.769 7.299
H 15.137 -29.868 7.174
H 14.828 -28.994 4.646
H 14.795 -27.839 6.001
H 12.998 -27.740 4.482
O 12.670 -30.589 -1.603
C 13.320 -29.341 -1.487
C 12.772 -28.206 -2.417
O 11.464 -27.919 -2.334
H 12.418 -30.796 -0.701
H 13.219 -29.048 -0.442
H 14.382 -29.424 -1.719
H 13.081 -28.388 -3.446
H 13.335 -27.316 -2.139
H 11.000 -28.617 -2.802
O 11.080 -17.155 -0.661
C 10.534 -15.857 -1.073
C 11.274 -15.083 -2.179
O 11.324 -15.841 -3.371
H 11.463 -17.617 -1.410
H 9.518 -16.033 -1.426
H 10.500 -15.199 -0.205
H 12.290 -14.902 -1.826
H 10.836 -14.088 -2.264
H 10.427 -15.878 -3.712
O 5.686 -24.314 4.185
C 7.064 -24.344 4.112
C 7.459 -22.883 3.978
O 7.005 -22.192 2.840
H 5.428 -23.803 3.415
H 7.470 -24.831 4.998
H 7.282 -24.812 3.152
H 8.546 -22.812 3.972
H 7.110 -22.394 4.888
H 7.508 -21.375 2.861
O 15.775 -21.490 0.488
H 14.831 -21.607 0.381
H 16.135 -21.628 -0.389
O 11.256 -24.613 0.621
H 11.055 -25.153 -0.143
H 10.772 -23.800 0.474
```

The energy above the lowest of the compared OMol25 structures with the same formula, charge and spin is 3.555 eV. The HOMO energy comes out at -10.09 eV. As for the SMILES: OCCO.OCCO.OCCO.OCCO.OCCO.OCCO.O.O. The value obtained for the LUMO energy is -0.11 eV. The electronic energy is -1534.36461 Ha. Its multiplicity is 1. The value obtained for the frontier orbital gap is 10.0 eV.

=====

4.
Entry from OMol25: a cluster of 8 separate species, C12H40O8 in total (ωB97M-V with the def2-TZVPD basis set).

XYZ file:
```
60
Properties=species:S:1:pos:R:3
C 2.377 -1.096 2.672
C 3.746 -1.180 2.072
O 3.671 -0.882 0.667
H 1.576 -1.438 2.063
H 2.197 -0.049 2.817
H 2.347 -1.571 3.664
H 4.143 -2.152 2.085
H 4.392 -0.519 2.540
H 4.454 -1.330 0.250
C -1.122 -1.012 1.140
C -2.167 -0.100 0.414
O -2.726 0.775 1.341
H -1.473 -1.750 1.891
H -0.341 -0.337 1.509
H -0.779 -1.614 0.341
H -2.951 -0.701 0.020
H -1.756 0.564 -0.370
H -2.594 1.656 0.963
C -1.153 -1.149 -2.803
C -0.538 -2.561 -2.505
O 0.806 -2.507 -2.864
H -0.890 -0.698 -3.747
H -0.827 -0.394 -2.049
H -2.261 -1.210 -2.820
H -1.125 -3.404 -2.807
H -0.445 -2.673 -1.435
H 1.261 -3.273 -2.509
C 1.706 1.564 -1.384
C 1.275 0.984 -0.064
O 2.173 1.397 0.928
H 1.494 2.714 -1.439
H 1.114 1.176 -2.200
H 2.817 1.484 -1.605
H 1.288 -0.122 -0.213
H 0.283 1.343 0.247
H 2.790 0.704 1.069
C 2.203 -3.738 0.042
O 2.049 -4.371 -1.206
H 3.202 -3.575 0.117
H 1.897 -4.348 0.922
H 1.702 -2.768 0.153
H 2.618 -5.176 -1.206
C -0.290 2.082 3.370
O 0.885 2.904 3.353
H -0.061 1.046 3.587
H -0.677 1.897 2.395
H -1.031 2.561 3.981
H 1.464 2.629 2.569
C -4.791 1.010 -2.265
O -4.273 2.169 -1.655
H -4.119 0.742 -3.096
H -5.803 1.114 -2.610
H -4.680 0.222 -1.438
H -4.700 2.904 -2.086
C -1.092 3.850 -0.406
O -2.272 3.147 0.052
H -1.215 4.918 -0.659
H -0.714 3.414 -1.330
H -0.229 3.776 0.273
H -2.834 2.947 -0.736
```

The energy above the lowest of the compared OMol25 structures with the same formula, charge and spin is 4.897 eV. The HOMO energy comes out at -9.16 eV. As for the SMILES: CCO.CCO.CCO.CCO.CO.CO.CO.CO. The value obtained for the LUMO energy is 0.26 eV. The electronic energy is -1082.94295 Ha. Its multiplicity is 1. The value obtained for the frontier orbital gap is 9.4 eV.

=====

5.
Entry from OMol25: a cluster of 8 separate species, C12H40O8 in total (ωB97M-V with the def2-TZVPD basis set).

XYZ file:
```
60
Properties=species:S:1:pos:R:3
C -3.558 -1.631 2.773
C -3.470 -1.723 1.179
C -4.086 -2.937 0.614
O -4.175 -0.645 0.584
H -4.541 -1.462 3.215
H -2.916 -0.784 3.015
H -3.087 -2.489 3.252
H -2.454 -1.696 0.786
H -3.859 -3.038 -0.447
H -5.163 -3.086 0.691
H -3.791 -3.910 1.006
H -4.903 -0.528 1.199
C 3.310 3.170 -0.659
C 2.169 2.711 -1.456
C 1.980 3.374 -2.853
O 2.384 1.314 -1.768
H 2.997 2.965 0.366
H 3.382 4.255 -0.731
H 4.269 2.751 -0.961
H 1.267 2.999 -0.916
H 1.115 3.022 -3.415
H 2.783 3.132 -3.548
H 1.888 4.446 -2.674
H 1.535 0.932 -2.004
C 0.932 1.033 4.105
O -0.462 0.638 3.813
H 1.573 0.807 3.253
H 1.038 2.061 4.452
H 1.347 0.437 4.918
H -1.090 1.155 4.323
C -1.861 2.626 -1.537
O -2.396 3.485 -2.488
H -1.620 3.198 -0.640
H -2.413 1.728 -1.260
H -0.953 2.146 -1.901
H -1.741 4.159 -2.687
C 0.240 -0.354 0.518
O 0.544 -1.002 1.767
H -0.646 0.271 0.635
H 1.103 0.213 0.170
H -0.037 -0.970 -0.338
H 0.226 -0.572 2.564
C 0.546 -3.759 -0.044
O 0.955 -3.599 1.288
H -0.430 -3.290 -0.171
H 1.188 -3.168 -0.697
H 0.463 -4.825 -0.253
H 1.028 -2.661 1.476
C 4.204 -1.545 0.090
O 4.036 -0.174 0.174
H 4.660 -1.845 1.034
H 3.297 -2.077 -0.194
H 4.953 -1.663 -0.694
H 3.485 0.292 -0.459
C -1.155 -0.826 -2.985
O -0.006 -0.063 -2.723
H -1.801 -1.001 -2.124
H -1.790 -0.412 -3.767
H -0.756 -1.801 -3.264
H 0.264 0.219 -3.601
```

The energy above the lowest of the compared OMol25 structures with the same formula, charge and spin is 4.753 eV. The HOMO energy comes out at -9.29 eV. As for the SMILES: CC(C)O.CC(C)O.CO.CO.CO.CO.CO.CO. The value obtained for the LUMO energy is 0.43 eV. The electronic energy is -1082.94826 Ha. Its multiplicity is 1. The value obtained for the frontier orbital gap is 9.7 eV.

=====

6.
Entry from OMol25: a cluster of 8 separate species, C12H41NO9 in total (ωB97M-V with the def2-TZVPD basis set).

XYZ file:
```
63
Properties=species:S:1:pos:R:3
C -4.342 24.674 16.809
O -4.452 25.456 15.649
H -5.295 24.164 16.949
H -3.602 23.884 16.684
H -4.080 25.268 17.684
H -3.727 26.085 15.664
C -6.056 19.640 21.129
O -7.057 20.248 20.356
H -5.170 19.676 20.494
H -5.823 20.103 22.088
H -6.398 18.624 21.321
H -7.897 20.178 20.817
C -2.746 21.320 15.981
O -2.887 20.083 15.306
H -3.285 22.076 15.411
H -3.159 21.258 16.988
H -1.670 21.456 16.088
H -2.543 19.398 15.884
C -2.186 18.381 22.437
O -3.143 19.382 22.086
H -2.363 17.552 21.753
H -1.149 18.692 22.314
H -2.301 18.069 23.475
H -2.840 20.206 22.475
C -4.890 24.747 22.414
O -6.134 24.042 22.344
H -4.024 24.094 22.525
H -4.836 25.365 21.517
H -4.887 25.468 23.231
H -6.367 23.817 21.441
C -4.612 22.353 19.788
O -5.976 22.724 19.711
H -4.315 21.811 20.686
H -4.295 21.793 18.908
H -3.951 23.220 19.815
H -6.546 21.954 19.781
C -8.603 22.574 17.815
C -9.649 23.046 16.780
C -11.083 23.080 17.406
O -11.473 21.815 17.771
C -12.796 21.641 18.164
N -9.236 24.335 16.265
H -8.593 21.488 17.905
H -8.782 23.010 18.798
H -7.646 22.946 17.449
H -9.666 22.315 15.972
H -11.772 23.539 16.697
H -11.253 23.662 18.312
H -13.014 20.591 18.357
H -13.379 21.894 17.278
H -13.208 22.257 18.964
H -9.887 24.553 15.525
H -8.358 24.130 15.809
C -0.703 23.968 21.630
C 0.522 23.758 22.508
O 0.185 23.263 23.811
O -1.269 22.725 21.188
H -0.284 24.539 20.801
H -1.464 24.599 22.088
H 1.065 24.696 22.615
H 1.211 23.043 22.059
H 0.980 23.228 24.348
H -1.774 22.442 21.953
```

The charge is -1. The energy above the lowest of the compared OMol25 structures with the same formula, charge and spin is 3.795 eV. The HOMO energy (alpha / beta) comes out at 0.65 / -7.30 eV. The expectation value of S² is 0.75. The value obtained for the LUMO energy (alpha / beta) is 2.40 / 2.36 eV. The electronic energy is -1213.50808 Ha. Its multiplicity is 2. The value obtained for the frontier orbital gap (alpha / beta) is 1.8 / 9.7 eV.

=====

7.
Entry from OMol25: a structure of composition C12H44B2Na2O12 (ωB97M-V with the def2-TZVPD basis set).

XYZ file:
```
72
Properties=species:S:1:pos:R:3
Na -0.106 -22.755 -25.785
Na 6.248 -25.401 -21.950
B 0.792 -19.935 -22.136
H 1.357 -20.851 -22.059
H -0.186 -20.237 -22.479
H 0.751 -19.408 -21.195
H 1.342 -19.306 -22.818
B 3.556 -25.258 -25.450
H 4.452 -25.824 -25.250
H 2.707 -25.699 -24.950
H 3.764 -24.276 -25.055
H 3.275 -25.158 -26.487
C 0.780 -19.283 -30.012
C -0.404 -18.629 -30.723
O -1.671 -18.643 -30.114
O 0.538 -20.619 -30.132
H 0.811 -19.066 -28.944
H 1.751 -19.084 -30.465
H -0.529 -18.977 -31.748
H -0.149 -17.573 -30.811
H -2.089 -17.920 -30.588
H 1.342 -21.134 -30.041
C 2.319 -25.306 -17.518
C 3.180 -24.161 -17.236
O 4.560 -24.323 -17.766
O 2.191 -25.566 -18.895
H 1.338 -25.022 -17.135
H 2.718 -26.145 -16.949
H 3.020 -23.856 -16.202
H 2.692 -23.415 -17.862
H 5.008 -24.751 -17.032
H 1.939 -24.803 -19.421
C -5.137 -24.586 -27.045
C -5.432 -23.099 -27.536
O -4.862 -22.123 -26.627
O -3.729 -25.025 -27.099
H -5.849 -25.247 -27.540
H -5.490 -24.525 -26.015
H -6.468 -22.822 -27.732
H -5.045 -22.905 -28.536
H -4.575 -21.459 -27.258
H -3.539 -25.852 -26.650
C 7.921 -21.556 -29.131
C 8.718 -21.067 -30.338
O 9.930 -21.797 -30.624
O 6.997 -22.543 -29.641
H 7.399 -20.640 -28.855
H 8.444 -21.906 -28.241
H 9.038 -20.090 -29.975
H 8.158 -20.778 -31.227
H 9.693 -22.726 -30.672
H 6.668 -23.068 -28.907
C -0.312 -32.193 -24.035
C -0.311 -33.731 -24.085
O -1.293 -34.067 -25.088
O 0.099 -31.585 -25.264
H 0.344 -31.833 -23.242
H -1.355 -31.976 -23.802
H -0.557 -34.277 -23.174
H 0.608 -34.065 -24.568
H -0.989 -33.470 -25.776
H 0.597 -30.785 -25.083
C 4.337 -31.823 -30.559
C 4.522 -33.362 -30.610
O 3.997 -33.928 -31.745
O 5.075 -31.134 -29.541
H 3.266 -31.632 -30.498
H 4.595 -31.426 -31.541
H 4.052 -33.847 -29.754
H 5.580 -33.620 -30.658
H 4.644 -34.577 -32.031
H 4.703 -30.296 -29.256
```

The HOMO energy comes out at -6.76 eV. The value obtained for the LUMO energy is -2.58 eV. The electronic energy is -1760.25155 Ha. Its multiplicity is 1. The value obtained for the frontier orbital gap is 4.2 eV.

=====

multiplicity of number 3 (C12H40O14)? 1